101
Properties=species:S:1:pos:R:3:forces:R:3 method="wB97M-V/def2-TZVPD" charge=+3 lumo_energy_ev="-12.4 / -12.4" homo_lumo_gap_ev="4.4 / 4.4" e_above_lowest_ev=0.843
Pt -1.001 2.121 0.554 -1.01 -0.65 0.60
C 4.386 -3.509 -0.223 0.08 0.34 -0.24
C 3.536 -3.272 1.031 -0.02 0.02 0.27
C 2.326 -4.239 1.027 -0.30 0.27 -0.03
C 4.365 -3.576 2.277 0.08 0.22 -0.06
C 2.986 -1.875 0.999 0.10 -1.23 0.40
C 2.202 -1.436 -0.061 -1.45 1.24 -1.01
C 1.523 -0.199 -0.040 0.56 -1.25 -0.06
N 0.991 0.236 -1.145 -0.55 -0.22 -1.48
C 0.519 1.214 -1.871 0.62 -0.25 -0.18
C 0.375 0.991 -3.255 -0.29 -0.06 -0.56
C -0.074 1.957 -4.141 0.57 -1.53 -0.12
C -0.563 3.170 -3.596 -0.13 0.73 1.31
C -0.516 3.467 -2.261 -0.76 0.78 0.10
C 0.198 2.587 -1.354 0.05 -0.03 -0.78
O 0.644 2.942 -0.216 0.86 0.36 0.24
C -1.171 4.723 -1.682 0.38 -0.12 -0.07
C -1.933 5.509 -2.758 -0.03 -0.08 0.30
C -0.095 5.616 -1.066 0.02 0.12 0.33
C -2.223 4.336 -0.626 -0.21 -0.30 -1.47
C -0.039 1.732 -5.631 0.47 -0.04 -0.20
C 1.470 1.819 -6.003 -0.25 -0.04 0.10
C -0.570 0.342 -5.999 -0.05 -0.05 0.23
C -0.781 2.783 -6.455 -0.20 -0.05 0.20
C 1.419 0.442 1.298 -1.11 0.33 -0.27
O 0.360 0.961 1.708 0.66 0.01 -0.76
C 2.588 0.258 2.130 1.51 -0.46 1.53
C 3.258 -0.938 2.020 -0.39 1.45 0.86
C 2.983 1.322 3.133 -0.21 -0.14 0.29
C 2.780 2.726 2.552 -0.07 -0.18 -0.20
C 2.062 1.123 4.355 0.08 0.10 0.04
C 4.446 1.170 3.550 -0.15 -0.13 -0.02
H 4.757 -4.528 -0.222 0.01 -0.15 0.07
H 3.828 -3.351 -1.141 -0.08 -0.07 -0.15
H 5.232 -2.828 -0.224 0.22 0.00 -0.07
H 2.704 -5.257 1.062 0.11 -0.05 -0.03
H 1.696 -4.073 1.898 -0.10 -0.04 0.05
H 1.717 -4.126 0.136 -0.12 -0.05 -0.14
H 4.711 -4.607 2.238 -0.03 -0.01 -0.04
H 5.251 -2.945 2.330 0.10 0.02 0.09
H 3.776 -3.465 3.186 0.00 0.03 0.12
H 2.066 -2.034 -0.947 0.14 0.02 -0.16
H 0.682 0.018 -3.609 -0.02 -0.04 -0.02
H -0.991 3.882 -4.280 -0.13 0.14 0.00
H -1.257 5.940 -3.491 0.10 0.01 -0.09
H -2.677 4.894 -3.259 -0.09 -0.05 -0.11
H -2.456 6.336 -2.287 -0.05 0.12 0.02
H 0.627 5.911 -1.822 0.08 0.11 -0.07
H -0.560 6.511 -0.659 0.00 0.18 -0.04
H 0.437 5.119 -0.255 -0.04 0.20 -0.11
H -3.014 3.725 -1.064 0.00 -0.03 0.10
H -1.779 3.811 0.276 0.25 -0.22 0.74
H -2.683 5.241 -0.232 0.05 -0.15 0.58
H 2.044 1.051 -5.494 0.12 -0.12 0.03
H 1.556 1.674 -7.075 0.07 0.00 -0.13
H 1.877 2.793 -5.747 0.11 0.13 -0.02
H 0.056 -0.454 -5.607 0.05 -0.11 0.02
H -1.582 0.205 -5.623 -0.11 -0.05 -0.04
H -0.591 0.238 -7.080 0.02 0.01 -0.07
H -0.343 3.773 -6.361 0.01 0.15 0.04
H -0.726 2.513 -7.508 0.04 -0.02 0.03
H -1.837 2.817 -6.191 -0.12 0.10 -0.02
H 4.019 -1.173 2.748 0.13 0.11 -0.08
H 1.732 2.926 2.333 0.01 0.11 -0.01
H 3.123 3.465 3.271 0.00 0.04 0.07
H 3.370 2.844 1.645 0.02 0.15 -0.12
H 1.018 1.253 4.082 -0.10 0.01 0.09
H 2.203 0.134 4.786 -0.02 -0.06 0.08
H 2.321 1.870 5.103 -0.02 0.02 0.08
H 5.103 1.174 2.683 0.13 0.01 -0.06
H 4.720 2.009 4.185 0.01 0.05 0.04
H 4.619 0.263 4.127 0.05 -0.03 0.04
C -2.029 -6.881 3.367 0.17 -0.43 0.23
C -2.897 -6.014 2.504 0.23 1.35 -0.01
S -2.359 -4.252 2.578 -0.71 -0.29 -0.79
O -2.418 -3.724 3.910 -0.34 0.08 0.64
O -1.111 -4.076 1.877 0.40 -0.11 -0.41
C -3.647 -3.366 1.552 0.79 -0.64 0.60
C -4.131 -2.086 2.228 -0.49 -0.77 0.71
N -3.689 -0.896 1.526 0.22 0.79 -0.53
C -2.863 0.072 1.963 -0.01 -0.26 0.36
N -2.639 0.966 0.991 0.27 0.17 0.07
C -3.354 0.570 -0.097 -0.86 -0.77 -0.51
C -4.007 -0.589 0.221 0.88 1.22 0.08
N -4.805 -1.385 -0.666 0.16 -0.02 0.02
O -4.707 -1.097 -1.831 -0.13 0.15 -0.50
O -5.454 -2.277 -0.182 -0.44 -0.23 0.05
C -2.325 0.186 3.328 0.17 -0.05 0.21
H -2.391 -7.911 3.301 0.05 0.14 0.00
H -2.076 -6.585 4.415 0.06 0.04 -0.03
H -1.000 -6.871 3.019 0.11 0.01 0.07
H -3.929 -5.996 2.845 -0.16 -0.04 -0.10
H -2.818 -6.258 1.446 -0.18 -0.06 -0.05
H -4.453 -4.073 1.378 -0.08 0.09 -0.03
H -3.118 -3.184 0.620 -0.11 -0.04 -0.09
H -3.756 -2.061 3.254 0.01 0.17 -0.10
H -5.224 -2.077 2.271 0.25 0.08 -0.01
H -3.420 1.127 -1.015 0.10 -0.05 -0.10
H -3.110 0.498 4.016 -0.07 -0.03 0.07
H -1.551 0.953 3.343 -0.01 -0.09 0.09
H -1.920 -0.763 3.676 0.06 -0.02 0.08

***

14
Properties=species:S:1:pos:R:3:forces:R:3 method="wB97M-V/def2-TZVPD" charge=+1 lumo_energy_ev=-4.7 homo_lumo_gap_ev=10.9 e_above_lowest_ev=4.743
C 0.571 1.690 0.063 -1.34 -0.39 -0.51
C -0.038 0.502 0.533 0.97 -4.27 4.55
N -0.197 -0.756 0.322 -1.50 6.07 4.41
C -0.390 -1.346 -0.865 -0.79 -3.37 -4.07
O -0.136 -0.401 -1.828 0.53 1.46 -1.92
C -0.514 -0.438 1.793 1.39 2.24 -0.89
H 0.726 1.475 -0.932 -0.97 0.65 -3.09
H 1.585 1.594 0.170 2.99 0.03 2.01
H 0.171 2.629 0.331 -0.38 0.83 0.33
H 0.224 -2.233 -0.769 0.20 -0.60 -1.17
H -1.449 -1.622 -1.049 0.48 -0.22 0.59
H 0.623 -0.248 -2.459 -0.82 -1.51 1.50
H 0.199 -1.015 2.462 -0.93 1.28 -0.83
H -1.375 0.169 2.229 0.16 -2.21 -0.91

***

9
Properties=species:S:1:pos:R:3:forces:R:3 method="wB97M-V/def2-TZVPD" lumo_energy_ev="0.0 / 0.0" homo_lumo_gap_ev="7.9 / 7.9" e_above_lowest_ev=2.710
H -2.883 -0.765 -0.191 -0.97 -1.23 0.83
P -2.479 0.108 -1.140 5.06 -0.11 1.45
C -0.739 -0.197 -0.255 -5.13 3.29 -3.50
O 0.237 0.691 -0.460 -0.41 -1.52 0.57
C 1.424 0.338 0.237 0.99 -0.57 0.15
H -0.715 -0.871 0.564 0.57 -0.70 0.71
H 2.023 1.262 0.289 0.01 -0.69 -0.07
H 1.914 -0.516 -0.301 -0.03 1.03 0.31
H 1.218 -0.050 1.257 -0.10 0.51 -0.44

***

75
Properties=species:S:1:pos:R:3:forces:R:3 method="wB97M-V/def2-TZVPD" charge=+3 lumo_energy_ev="-8.8 / -12.8" spin_multiplicity=3 homo_lumo_gap_ev="7.3 / 3.1" s_squared=2.05
Mo 0.182 -0.910 -0.619 -3.84 3.22 2.72
P -0.069 -1.626 1.759 1.04 -1.13 -0.50
C -0.802 0.528 0.403 -1.17 3.94 0.98
O -1.292 1.501 0.884 1.56 -4.17 -1.43
P 0.349 1.485 -1.849 0.34 -0.99 -0.90
C -1.537 -1.553 2.826 -0.35 -0.51 -0.75
C 1.268 -1.383 2.894 0.28 0.22 -0.18
C -0.042 -3.351 1.296 0.36 0.01 -0.72
C -0.179 0.894 -3.472 0.69 0.11 0.00
C -0.619 3.009 -1.667 1.99 0.46 -0.02
C 2.031 2.036 -1.964 0.42 -0.33 0.38
C -2.463 -2.606 2.922 2.35 0.79 -1.19
C -3.567 -2.455 3.760 -1.05 0.18 1.18
C -3.746 -1.278 4.501 0.41 0.99 0.54
C -2.796 -0.252 4.414 -2.08 -0.44 1.43
C -1.668 -0.388 3.605 0.82 -0.44 -0.89
H -2.301 -3.557 2.396 -0.10 0.59 0.11
H -4.246 -3.296 3.865 -0.13 0.19 0.04
H -4.572 -1.201 5.214 0.24 0.06 -0.43
H -2.885 0.644 5.024 -0.18 -0.17 -0.04
H -0.868 0.369 3.610 -0.53 -0.32 -0.04
C -0.867 -3.749 0.231 -0.12 -0.01 -0.20
C -0.845 -5.058 -0.206 0.19 -0.42 -0.18
C 0.072 -5.954 0.340 -0.07 -0.15 0.22
C 0.951 -5.540 1.356 -0.01 0.07 -0.01
C 0.911 -4.226 1.831 -0.13 -0.36 -0.22
H -1.522 -3.086 -0.333 -0.14 0.04 0.68
H -1.563 -5.341 -0.977 0.41 -0.15 0.14
H 0.087 -6.982 -0.027 0.10 0.30 0.22
H 1.669 -6.241 1.792 -0.27 0.23 -0.27
H 1.617 -3.857 2.579 -0.27 -0.38 -0.17
C 1.138 -1.799 4.225 0.46 0.35 0.11
C 2.223 -1.634 5.084 0.01 -0.07 0.15
C 3.420 -1.070 4.629 -0.26 -0.16 -0.21
C 3.525 -0.688 3.280 0.40 -0.02 -0.01
C 2.472 -0.862 2.380 -0.22 0.03 0.80
H 0.213 -2.256 4.589 0.40 0.16 -0.11
H 2.117 -1.961 6.116 0.16 0.08 -0.15
H 4.277 -0.966 5.316 -0.59 0.04 -0.51
H 4.464 -0.261 2.938 -0.15 -0.11 0.00
H 2.569 -0.595 1.311 -0.03 -0.08 0.72
C 0.029 4.251 -1.578 0.00 -1.38 -0.04
C -0.746 5.403 -1.475 1.17 0.20 -0.18
C -2.140 5.350 -1.547 -1.82 -1.03 -0.36
C -2.760 4.107 -1.733 -0.47 1.25 -0.04
C -2.017 2.930 -1.820 -1.09 -0.02 -0.01
H 1.124 4.315 -1.650 -0.59 -0.04 0.33
H -0.228 6.350 -1.401 -0.11 0.17 0.05
H -2.729 6.276 -1.549 0.22 -0.45 0.14
H -3.834 4.049 -1.872 0.07 0.10 0.07
H -2.514 1.974 -2.061 0.28 0.46 0.31
C 0.000 -0.475 -3.733 -0.48 0.11 -0.26
C -0.334 -0.975 -4.989 0.05 -0.19 -0.06
C -0.807 -0.128 -6.005 0.42 0.25 0.23
C -0.851 1.252 -5.762 0.06 0.08 -0.07
C -0.525 1.783 -4.506 -0.22 -0.48 -0.30
H 0.416 -1.178 -2.978 -0.50 0.83 -0.86
H -0.189 -2.034 -5.198 -0.10 0.23 0.04
H -1.035 -0.536 -7.005 0.07 0.31 0.72
H -1.091 1.938 -6.575 -0.05 -0.21 0.20
H -0.481 2.871 -4.362 -0.18 -0.52 -0.03
C 2.692 2.226 -3.179 0.45 0.10 0.23
C 4.034 2.619 -3.147 0.20 0.08 -0.09
C 4.718 2.800 -1.939 -0.44 0.02 -0.11
C 4.037 2.532 -0.745 0.34 0.25 0.30
C 2.701 2.154 -0.733 0.43 -0.01 -0.43
H 2.190 2.048 -4.133 0.15 0.15 0.31
H 4.565 2.784 -4.081 -0.14 -0.02 0.12
H 5.759 3.166 -1.926 -0.68 -0.39 -0.02
H 4.565 2.638 0.197 -0.04 0.01 -0.07
H 2.202 1.932 0.217 0.10 0.16 -0.33
H 0.858 -2.343 -1.820 0.05 -0.25 0.38
H 1.407 -1.900 -1.465 1.11 -1.07 -0.74
N -2.910 -1.153 -1.678 1.73 0.49 1.73
C -1.918 -1.039 -1.050 -0.92 -0.84 -2.47

***

Number 1: E -2590.30359 Eh, strongest force on any atom 2.19 eV/Å. Number 2: E -286.76817 Eh, strongest force on any atom 7.65 eV/Å. Number 3: E -495.68094 Eh, strongest force on any atom 7.03 eV/Å. Number 4: E -2346.91383 Eh, strongest force on any atom 5.70 eV/Å.